(1)
A cluster of 3 separate species, C3H5NO2S in total in a non-equilibrium geometry, computed with the ωB97M-V functional and the def2-TZVPD basis.

```
12
C3H5NO2S, DFT the ωB97M-V functional and the def2-TZVPD basis
C 2.7103 1.2562 1.7838
C 0.3468 -0.1879 -1.5691
C -1.0391 0.2904 -1.3396
N -2.0801 -1.1463 0.5416
O 2.0934 2.0573 2.3298
O 3.2821 0.4488 1.2080
S 0.0278 1.3163 -0.5030
H 0.7982 -1.0275 -1.0284
H 0.9252 0.0461 -2.4476
H -2.9233 -1.4074 1.0308
H -2.0114 -1.5485 -0.3768
H -2.1300 -0.0975 0.3705
```

Computed properties:
Energy above the lowest of the compared OMol25 structures with the same formula, charge and spin: 3.124 eV
Calculated total energy: -19609.3873 eV
Net charge: 0
Largest force on an atom: 2.21 eV/A
E_LUMO: -0.43 eV
Frontier orbital gap: 8.764 eV
E_HOMO: -9.196 eV

***

(2)
A cluster of 2 separate species, C3H5NO2S in total in a non-equilibrium geometry, computed with the ωB97M-V functional and the def2-TZVPD basis.

```
12
C3H5NO2S, DFT the ωB97M-V functional and the def2-TZVPD basis
C 0.7671 -0.4997 0.2133
C 1.6483 0.5199 0.4705
C -1.3389 -0.1379 -0.0039
N -1.3708 0.8810 -0.8858
O 0.7638 -1.7676 0.7393
O 2.0213 1.5562 0.9751
S 1.9613 -0.0763 -1.2408
H -1.7164 -1.0942 -0.4078
H -1.6594 0.0265 1.0994
H -0.7708 1.7322 -0.7355
H -1.4245 0.5799 -1.8619
H 1.1190 -1.7199 1.6382
```

Computed properties:
Energy above the lowest of the compared OMol25 structures with the same formula, charge and spin: 3.759 eV
Calculated total energy: -19608.7526 eV
Net charge: 0
Largest force on an atom: 4.24 eV/A
E_LUMO: -0.06 eV
Frontier orbital gap: 8.077 eV
E_HOMO: -8.141 eV

***

(3)
A structure of composition C3H5NO2S2 in a non-equilibrium geometry, computed with the ωB97M-V functional and the def2-TZVPD basis.

```
13
C3H5NO2S2, DFT the ωB97M-V functional and the def2-TZVPD basis
C -1.1024 1.1568 -0.2988
C -0.6115 0.2234 -1.0159
C 0.5105 -2.0864 0.3793
N 1.3886 -1.0935 0.5255
O -0.3499 -2.0827 -0.4740
O 2.5084 -0.2850 -1.6384
S 2.2489 1.6565 0.4729
S 1.6221 0.2617 -0.6416
H -2.1241 1.0732 0.0580
H -0.2718 1.6007 0.2756
H -0.8233 -0.3114 -1.8620
H 0.6287 -2.9421 1.0157
H 1.6211 -0.7903 1.4586
```

Computed properties:
Energy above the lowest of the compared OMol25 structures with the same formula, charge and spin: 4.676 eV
Calculated total energy: -30443.4333 eV
Net charge: 0
Largest force on an atom: 3.63 eV/A
E_LUMO: -0.40 eV
Frontier orbital gap: 9.282 eV
E_HOMO: -9.682 eV

***

(4)
The molecule C3H5NO3 in a non-equilibrium geometry, computed with the ωB97M-V functional and the def2-TZVPD basis.

```
12
C3H5NO3, DFT the ωB97M-V functional and the def2-TZVPD basis
C -0.4897 -0.7073 1.1223
N -0.7346 -0.6762 -0.3033
C -0.5328 0.1170 -1.3437
O -0.3107 -0.2981 -2.4804
C -0.7280 1.6683 -1.3467
O -0.0604 2.4722 -1.8728
O -1.9393 1.9387 -0.8919
H 0.5729 -0.9092 1.4485
H -1.0911 -1.4746 1.5201
H -0.8280 0.3217 1.4252
H -0.7127 -1.5830 -0.6223
H -2.0922 2.8563 -1.1333
```

Computed properties:
Energy above the lowest of the compared OMol25 structures with the same formula, charge and spin: 1.522 eV
Calculated total energy: -10824.1659 eV
Net charge: 0
Largest force on an atom: 3.37 eV/A
E_LUMO: 0.63 eV
Frontier orbital gap: 10.661 eV
E_HOMO: -10.035 eV

***

(5)
The molecule C3H5NO3, computed with the ωB97M-V functional and the def2-TZVPD basis.

```
12
C3H5NO3, DFT the ωB97M-V functional and the def2-TZVPD basis
N -0.8242 1.3894 -0.5225
C -0.8447 0.7068 0.6529
O -1.7859 0.6987 1.4231
C 0.4528 -0.0437 0.9786
O 0.4420 -1.3757 0.4328
C 0.7615 -1.4964 -0.8535
O 1.0105 -0.5906 -1.6117
H -0.1234 1.1620 -1.2153
H -1.6952 1.7985 -0.8274
H 1.3357 0.4896 0.6145
H 0.4988 -0.1792 2.0577
H 0.7720 -2.5594 -1.1292
```

Computed properties:
Energy above the lowest of the compared OMol25 structures with the same formula, charge and spin: 0.660 eV
Calculated total energy: -10825.0279 eV
Net charge: 0
Largest force on an atom: 0.50 eV/A
E_LUMO: 0.81 eV
Frontier orbital gap: 10.901 eV
E_HOMO: -10.086 eV

***

(6)
The molecule C3H5NO3 in a non-equilibrium geometry, computed with the ωB97M-V functional and the def2-TZVPD basis.

```
12
C3H5NO3, DFT the ωB97M-V functional and the def2-TZVPD basis
C -1.2075 -0.6961 -1.3934
C -0.9390 -0.8265 0.0801
O -1.6582 -1.4460 0.8251
N 0.2657 -0.2977 0.6213
C 1.0719 0.7594 0.2595
O 2.0057 1.1293 0.9148
O 0.6811 1.3207 -0.8940
H -2.2277 -1.0066 -1.5997
H -1.1347 0.3253 -1.7462
H -0.5086 -1.3357 -1.9140
H 0.6238 -0.8126 1.3749
H 1.3780 1.8756 -1.2222
```

Computed properties:
Energy above the lowest of the compared OMol25 structures with the same formula, charge and spin: 0.143 eV
Calculated total energy: -10825.5446 eV
Net charge: 0
Largest force on an atom: 1.54 eV/A
E_LUMO: 0.48 eV
Frontier orbital gap: 10.949 eV
E_HOMO: -10.473 eV

***

(7)
The molecule C3H5NO3 in a non-equilibrium geometry, computed with the ωB97M-V functional and the def2-TZVPD basis.

```
12
C3H5NO3, DFT the ωB97M-V functional and the def2-TZVPD basis
O -0.2429 0.8022 2.9342
C -0.1104 1.2710 1.8222
N -0.3926 0.5408 0.7002
C 0.6947 0.2059 -0.2972
C 0.1360 -0.5513 -1.4518
O 0.1557 -0.2662 -2.6025
O -0.2840 -1.7490 -0.9749
H 0.2555 2.2966 1.6569
H -1.0942 -0.1772 0.7718
H 1.1944 1.1190 -0.6333
H 1.4172 -0.2502 0.3706
H -0.5962 -2.4740 -1.5309
```

Computed properties:
Energy above the lowest of the compared OMol25 structures with the same formula, charge and spin: 1.554 eV
Calculated total energy: -10824.1341 eV
Net charge: 0
Largest force on an atom: 3.24 eV/A
E_LUMO: 0.45 eV
Frontier orbital gap: 10.290 eV
E_HOMO: -9.836 eV

***

(8)
The molecule C3H5NO3 in a non-equilibrium geometry, computed with the ωB97M-V functional and the def2-TZVPD basis.

```
12
C3H5NO3, DFT the ωB97M-V functional and the def2-TZVPD basis
C -2.2043 -0.0062 0.2314
C -0.8385 -0.5695 0.0711
O -0.4841 -1.7014 -0.3468
C 0.1541 0.7066 -0.0005
O -0.2685 1.7977 -0.2441
N 1.4748 0.5743 -0.0966
O 2.0414 -0.7243 0.3304
H -2.6160 -1.0635 0.7561
H -2.5731 0.4513 -0.7982
H -2.2534 0.8349 1.1343
H 2.0115 1.3493 0.5063
H 2.1290 -1.3538 -0.6511
```

Computed properties:
Energy above the lowest of the compared OMol25 structures with the same formula, charge and spin: 5.528 eV
Calculated total energy: -10820.1602 eV
Net charge: 0
Largest force on an atom: 5.50 eV/A
E_LUMO: -0.21 eV
Frontier orbital gap: 9.457 eV
E_HOMO: -9.668 eV

***

(9)
A cluster of 2 separate species, C3H5NO3 in total in a non-equilibrium geometry, computed with the ωB97M-V functional and the def2-TZVPD basis.

```
12
C3H5NO3, DFT the ωB97M-V functional and the def2-TZVPD basis
O 0.7488 -1.7396 0.0047
C 1.0640 -0.5652 -0.0026
O 1.8491 -0.0817 -0.9708
O 1.0828 0.2715 1.0004
H 2.3823 0.6680 -0.7764
H 0.6528 0.1150 1.9000
C -0.8218 0.8815 -0.7014
C -1.5406 0.1280 0.0314
N -2.2651 -0.5378 0.6896
H -1.0059 0.9094 -1.7522
H 0.0100 1.5169 -0.3525
H -2.1565 -1.5660 0.9297
```

Computed properties:
Energy above the lowest of the compared OMol25 structures with the same formula, charge and spin: 3.062 eV
Calculated total energy: -10822.6257 eV
Net charge: 0
Largest force on an atom: 4.09 eV/A
E_LUMO: 0.38 eV
Frontier orbital gap: 9.359 eV
E_HOMO: -8.977 eV

***

(10)
The molecule C3H5NO3 in a non-equilibrium geometry, computed with the ωB97M-V functional and the def2-TZVPD basis.

```
12
C3H5NO3, DFT the ωB97M-V functional and the def2-TZVPD basis
C -0.7720 1.3077 0.6375
C -0.2298 0.1325 0.4426
C -1.0025 -0.9505 -0.4381
O 1.0628 -0.1938 0.9395
N 2.1037 -0.0871 -0.1030
O 3.1860 -0.3453 0.3101
O 1.7766 0.2570 -1.1948
H -0.3821 2.0826 1.2952
H -1.8386 1.3050 0.2536
H -1.6421 -1.7343 0.0948
H -1.8503 -0.3621 -0.9430
H -0.4117 -1.4118 -1.2944
```

Computed properties:
Energy above the lowest of the compared OMol25 structures with the same formula, charge and spin: 6.377 eV
Calculated total energy: -10819.3108 eV
Net charge: 0
Largest force on an atom: 2.92 eV/A
E_LUMO: 0.45 eV
Frontier orbital gap: 10.929 eV
E_HOMO: -10.478 eV

***

(11)
A cluster of 2 separate species, C3H5NO3 in total in a non-equilibrium geometry, computed with the ωB97M-V functional and the def2-TZVPD basis.

```
12
C3H5NO3, DFT the ωB97M-V functional and the def2-TZVPD basis
O -0.0600 -1.5322 -0.3126
C -0.0266 -0.2975 0.3190
C -0.1283 -0.1145 1.7596
N 0.0561 1.1311 2.0948
O 0.1679 1.8321 0.9348
C 0.1895 0.9909 -0.0920
H 0.1911 -1.4408 -1.2407
H -0.3220 -0.7937 2.6389
H 0.2135 1.4036 -1.0756
O -0.1603 -1.3838 -3.1085
H -0.7531 -0.6067 -3.1799
H 0.4890 -1.2826 -3.8354
```

Computed properties:
Energy above the lowest of the compared OMol25 structures with the same formula, charge and spin: 3.193 eV
Calculated total energy: -10822.4952 eV
Net charge: 0
Largest force on an atom: 1.91 eV/A
E_LUMO: 0.18 eV
Frontier orbital gap: 9.202 eV
E_HOMO: -9.023 eV

***

(12)
The molecule C3H5NO4 in a non-equilibrium geometry, computed with the ωB97M-V functional and the def2-TZVPD basis.

```
13
C3H5NO4, DFT the ωB97M-V functional and the def2-TZVPD basis
C 1.6884 0.4766 0.2344
C -0.4336 -0.3200 1.5622
C -0.8993 0.2609 -0.7321
N -1.2154 -0.7540 -1.5534
O -1.5859 -0.3194 1.0918
O 0.4808 -0.2939 0.1918
O 0.1260 -0.2256 2.6031
O -1.0185 1.4299 -0.7730
H -1.9677 -0.5629 -2.1983
H -1.1583 -1.6922 -1.1919
H 2.4139 -0.0121 -0.4130
H 1.5257 1.5073 -0.0855
H 2.0439 0.5054 1.2639
```

Computed properties:
Energy above the lowest of the compared OMol25 structures with the same formula, charge and spin: 1.705 eV
Calculated total energy: -12871.1699 eV
Net charge: 0
Largest force on an atom: 1.71 eV/A
E_LUMO: 0.55 eV
Frontier orbital gap: 11.387 eV
E_HOMO: -10.838 eV

***

Which of these has the highest calculated total energy?
number 10